Entry 1:
The following is a quantum chemistry calculation of the ion C2H2NOS with charge -1 in a non-equilibrium geometry, from the OMol25 dataset.

Each atom is followed by the atoms it is bonded to, with distances in Å.
CARTESIAN COORDINATES (ANGSTROEM)
1 C -1.20716 -0.02247 0.05445  N2 1.299, H6 1.030, H7 1.063
2 N -0.22055 -0.67158 0.59619  C1 1.299, C3 1.728
3 C 1.31229 -0.20889 -0.05274  N2 1.728, O4 1.223, S5 1.629
4 O 2.03703 -1.15782 -0.31964  C3 1.223
5 S 1.57709 1.39753 -0.01459  C3 1.629
6 H -2.17991 -0.10751 0.38105  C1 1.030
7 H -1.31879 0.77074 -0.64473  C1 1.063

Computed properties:
SMILES string = C=NC([O-])=S
Relative energy (zero: lowest compared OMol25 entry of this formula, charge and spin) = 13.3 kcal per mole
Gap between HOMO and LUMO = 0.271 Ha
Electronic energy = -16479.2357 eV
Net charge = -1
Multiplicity = 1

=====

Entry 2:
The following is a quantum chemistry calculation of the ion C2H2NOS with charge -1 in a non-equilibrium geometry, from the OMol25 dataset.

Each atom is followed by the atoms it is bonded to, with distances in Å.
CARTESIAN COORDINATES (ANGSTROEM)
1 C -1.17681 -0.30982 0.05750  N2 1.254, H6 1.209, H7 1.138
2 N 0.02803 -0.63833 -0.05588  C1 1.254, C3 1.454
3 C 1.11355 0.32652 0.01132  N2 1.454, O4 1.236, S5 1.672
4 O 0.89423 1.54276 -0.00799  C3 1.236
5 S 2.57164 -0.49107 0.01281  C3 1.672
6 H -1.96261 -1.22065 -0.06521  C1 1.209
7 H -1.46804 0.79058 0.04745  C1 1.138

Computed properties:
SMILES string = C=NC([O-])=S
Relative energy (zero: lowest compared OMol25 entry of this formula, charge and spin) = 4.3 kcal per mole
Gap between HOMO and LUMO = 0.264 Ha
Electronic energy = -16479.6253 eV
Net charge = -1
Multiplicity = 1

=====

Entry 3:
The following is a quantum chemistry calculation of an isolated molecule of C2H2O2 in a non-equilibrium geometry, from the OMol25 dataset.

Each atom is followed by the atoms it is bonded to, with distances in Å.
CARTESIAN COORDINATES (ANGSTROEM)
1 C -0.28183 0.15847 -0.49101  C2 1.287, O3 1.359, H5 1.008
2 C -0.51220 0.93135 0.51251  C1 1.287, H6 1.022
3 O 0.56714 -0.89497 -0.61609  C1 1.359, O4 1.310
4 O 1.09289 -1.30432 0.51134  O3 1.310
5 H -0.87142 0.09856 -1.30662  C1 1.008
6 H 0.00541 1.01091 1.38987  C2 1.022

Computed properties:
Relative energy (zero: lowest compared OMol25 entry of this formula, charge and spin) = 183.8 kcal per mole
Gap between HOMO and LUMO (spin up / spin down) = 0.233 / 0.226 Ha
Electronic energy = -6192.0833 eV
Net charge = 0
Multiplicity = 1

=====

- net charge of number 3 (C2H2O2)?
  0